{"formula": "C62H137F6N4O9P2S2", "method": "ωB97M-V with the def2-TZVPD basis set", "homo_ha": -0.484, "charge": 3, "mol_weight_g_mol": 1322.867, "elements": ["O", "C", "O", "O", "H", "C", "C", "C", "C", "N", "C", "C", "C", "C", "C", "C", "C", "H", "H", "H", "H", "H", "H", "H", "H", "H", "H", "H", "H", "H", "H", "H", "H", "H", "H", "H", "H", "H", "H", "H", "H", "C", "C", "C", "C", "P", "C", "C", "C", "C", "C", "C", "C", "C", "C", "C", "C", "C", "H", "H", "H", "H", "H", "H", "H", "H", "H", "H", "H", "H", "H", "H", "H", "H", "H", "H", "H", "H", "H", "H", "H", "H", "H", "H", "H", "H", "H", "H", "H", "H", "H", "H", "H", "H", "C", "C", "C", "C", "P", "C", "C", "C", "C", "C", "C", "C", "C", "C", "C", "C", "C", "H", "H", "H", "H", "H", "H", "H", "H", "H", "H", "H", "H", "H", "H", "H", "H", "H", "H", "H", "H", "H", "H", "H", "H", "H", "H", "H", "H", "H", "H", "H", "H", "H", "H", "H", "H", "C", "C", "N", "C", "C", "C", "C", "C", "O", "C", "H", "H", "H", "H", "H", "H", "H", "H", "H", "H", "H", "H", "H", "H", "H", "H", "H", "H", "H", "H", "C", "C", "N", "C", "C", "C", "C", "C", "O", "C", "H", "H", "H", "H", "H", "H", "H", "H", "H", "H", "H", "H", "H", "H", "H", "H", "H", "H", "H", "H", "C", "F", "F", "F", "S", "O", "O", "N", "S", "O", "O", "C", "F", "F", "F"], "positions_angstrom": [[-17.868899, 7.936652, 10.466974], [-19.010978, 8.589681, 10.255527], [-19.419873, 9.418316, 11.045759], [-19.554736, 8.358491, 9.220026], [-17.366804, 8.531949, 11.028335], [-21.144760, 8.811403, 5.560181], [-21.699659, 10.120483, 5.059925], [-22.480599, 10.146119, 3.693234], [-21.578451, 9.818693, 2.434541], [-22.320467, 9.905723, 1.111749], [-21.272435, 9.561587, -0.034014], [-21.324496, 10.791333, -0.939115], [-22.511425, 11.662960, -0.678114], [-22.734517, 11.456497, 0.840868], [-23.529048, 8.882152, 1.140064], [-23.205483, 7.292880, 1.408569], [-24.470156, 6.398970, 1.458401], [-20.321202, 8.400396, 4.976292], [-21.930582, 8.067335, 5.690381], [-20.708300, 8.897678, 6.555259], [-20.853441, 10.767307, 4.828322], [-22.286467, 10.611966, 5.835955], [-23.026470, 11.087811, 3.635482], [-23.362904, 9.516551, 3.808552], [-21.180089, 8.806651, 2.506537], [-20.615092, 10.328420, 2.419353], [-21.583534, 8.611713, -0.468820], [-20.288948, 9.306848, 0.360909], [-21.150141, 10.561348, -1.990206], [-20.389525, 11.316987, -0.745172], [-23.382445, 11.297140, -1.221810], [-22.353655, 12.711473, -0.930758], [-23.728411, 11.686906, 1.224520], [-21.940248, 12.029343, 1.319483], [-24.013305, 9.028178, 0.174520], [-24.238961, 9.297862, 1.855119], [-22.726010, 7.131198, 2.374010], [-22.516055, 6.850587, 0.689436], [-24.278438, 5.334254, 1.325236], [-25.099513, 6.688471, 0.616863], [-25.025216, 6.362303, 2.395777], [-20.799072, 7.052257, 15.509176], [-19.690653, 7.486173, 14.479230], [-18.238522, 6.869804, 14.609270], [-18.153748, 5.350078, 14.193520], [-16.533459, 4.497790, 14.457636], [-16.107805, 4.857075, 16.216524], [-17.027869, 4.251550, 17.218774], [-17.016849, 4.954747, 18.602239], [-17.488375, 6.387147, 18.604034], [-16.704604, 2.682097, 14.080150], [-17.985941, 2.039452, 14.686350], [-19.183921, 2.181894, 13.823305], [-19.132171, 0.985167, 12.790443], [-15.282231, 5.168700, 13.408038], [-15.728744, 5.532303, 12.001797], [-16.417956, 4.514899, 11.144123], [-16.140434, 4.821274, 9.588945], [-20.516617, 7.539214, 16.442550], [-20.918307, 6.004559, 15.785256], [-21.728695, 7.344488, 15.020812], [-19.481918, 8.553803, 14.547747], [-20.053255, 7.350014, 13.460368], [-17.999641, 6.887933, 15.672618], [-17.470927, 7.407342, 14.052544], [-18.507574, 5.261585, 13.166360], [-18.952576, 4.800650, 14.691613], [-15.970343, 5.938072, 16.241735], [-15.187716, 4.273471, 16.247147], [-16.784027, 3.189302, 17.235198], [-18.000341, 4.449039, 16.767785], [-16.048180, 4.805138, 19.079096], [-17.690981, 4.402166, 19.256697], [-18.195064, 6.751330, 19.349727], [-18.114179, 6.463269, 17.714833], [-16.729274, 7.163649, 18.509644], [-15.767130, 2.296588, 14.480915], [-16.825939, 2.527116, 13.008067], [-18.206595, 2.604606, 15.591898], [-17.719706, 1.006320, 14.909667], [-19.126188, 3.141692, 13.309932], [-20.108298, 2.076213, 14.391169], [-19.461859, 1.302720, 11.801214], [-19.717241, 0.095327, 13.022741], [-18.149599, 0.530432, 12.664447], [-14.523117, 4.397916, 13.274894], [-14.855611, 6.030201, 13.921760], [-14.879178, 5.897080, 11.424497], [-16.293287, 6.462544, 11.938176], [-17.485538, 4.356955, 11.297169], [-15.775523, 3.684165, 11.436131], [-15.082863, 4.713460, 9.348048], [-16.354946, 5.857940, 9.329308], [-16.761839, 4.248746, 8.900347], [-18.890870, 14.177028, 6.584360], [-19.470200, 12.763864, 6.213709], [-18.422363, 11.545447, 6.230789], [-17.746904, 10.930538, 7.504080], [-16.400292, 9.808404, 7.060303], [-15.326964, 9.449932, 8.583035], [-14.020027, 8.797526, 8.025652], [-13.309280, 7.879704, 9.066412], [-11.925983, 7.547945, 8.496005], [-17.182374, 8.291612, 6.367445], [-16.359280, 7.337044, 5.478938], [-17.158375, 6.071202, 5.127076], [-16.586917, 5.514953, 3.837967], [-15.234718, 10.711866, 5.984773], [-14.692529, 12.177256, 6.330604], [-13.790033, 12.798957, 5.322177], [-14.352821, 12.760259, 3.908801], [-19.610663, 14.962740, 6.354916], [-18.025213, 14.259332, 5.927117], [-18.527930, 14.206842, 7.611724], [-19.756114, 12.896746, 5.170299], [-20.287715, 12.433802, 6.854672], [-17.662420, 12.001486, 5.596271], [-18.880217, 10.747108, 5.646729], [-18.313672, 10.164628, 8.033488], [-17.364076, 11.669174, 8.208321], [-16.000642, 8.846897, 9.191815], [-15.006957, 10.382580, 9.047642], [-13.328735, 9.576156, 7.703219], [-14.156969, 8.191591, 7.130000], [-13.816620, 6.920079, 9.165572], [-13.145408, 8.195668, 10.096663], [-11.431139, 6.784187, 9.095921], [-11.152480, 8.314600, 8.450760], [-11.945784, 7.268555, 7.442608], [-18.102856, 8.578961, 5.859266], [-17.624852, 7.949393, 7.302969], [-15.441648, 6.979622, 5.946155], [-16.284422, 7.968022, 4.593294], [-18.170760, 6.389668, 4.878577], [-17.118389, 5.395008, 5.981044], [-15.547429, 5.301089, 4.086628], [-16.542499, 6.252917, 3.036997], [-17.096368, 4.645568, 3.422345], [-15.671601, 10.680124, 4.986657], [-14.394960, 10.065336, 5.730028], [-14.251286, 12.146236, 7.326819], [-15.603268, 12.759298, 6.471614], [-12.900168, 12.170775, 5.281733], [-13.585499, 13.840212, 5.571258], [-15.378712, 13.123790, 3.968016], [-14.224095, 11.737419, 3.554790], [-13.716238, 13.304796, 3.211423], [-24.636611, 12.750072, 10.934971], [-23.328474, 13.117750, 11.293513], [-22.223000, 11.978049, 11.247972], [-22.205286, 11.085081, 9.904108], [-20.752836, 12.691851, 11.234549], [-20.337907, 13.658703, 10.115816], [-22.249582, 10.856405, 12.362317], [-21.835500, 11.263880, 13.836957], [-22.386782, 12.534768, 14.105268], [-21.921648, 13.147016, 15.233366], [-25.399395, 13.513356, 11.088824], [-24.865483, 11.867567, 11.532388], [-24.729499, 12.456441, 9.889381], [-23.364740, 13.554212, 12.291662], [-22.894204, 13.881154, 10.647979], [-23.035428, 10.393556, 10.048177], [-21.190066, 10.710343, 9.773718], [-22.401463, 11.718376, 9.038926], [-20.063269, 11.903925, 11.537481], [-20.839851, 13.195346, 12.197374], [-20.526441, 13.319978, 9.097077], [-19.280262, 13.918070, 10.068709], [-20.793402, 14.642916, 10.225126], [-21.667029, 10.006111, 12.007724], [-23.274692, 10.538596, 12.171930], [-20.748953, 11.197869, 13.893256], [-22.178158, 10.562129, 14.597364], [-21.028668, 13.767627, 15.158943], [-21.583621, 12.471943, 16.019571], [-22.724008, 13.743193, 15.667981], [-24.558116, 6.195649, 7.806564], [-23.907381, 7.100160, 8.909384], [-22.924735, 6.294391, 9.814467], [-22.437828, 7.348466, 10.836731], [-23.663483, 5.097982, 10.564050], [-24.985538, 5.652508, 11.179671], [-21.669284, 5.783896, 8.988560], [-20.489647, 5.165690, 9.762257], [-20.697508, 3.960927, 10.374849], [-20.604006, 2.891542, 9.381090], [-25.150256, 6.731287, 7.064564], [-25.260509, 5.474029, 8.223716], [-23.786114, 5.646698, 7.267341], [-24.675118, 7.612094, 9.489574], [-23.307592, 7.853302, 8.398380], [-21.819748, 6.890756, 11.609112], [-23.300865, 7.860544, 11.262201], [-21.862839, 8.121140, 10.326374], [-22.963984, 4.802453, 11.346008], [-23.734921, 4.318069, 9.805930], [-25.707947, 5.772728, 10.372341], [-25.019263, 6.598684, 11.719785], [-25.402247, 4.823823, 11.752152], [-21.261831, 6.703035, 8.567535], [-21.965808, 5.152582, 8.150938], [-20.071484, 5.845092, 10.504986], [-19.615591, 5.020415, 9.127427], [-19.575428, 2.776730, 9.039122], [-21.322709, 2.993698, 8.567978], [-20.808860, 1.943287, 9.878013], [-15.153007, 13.786760, 10.411147], [-15.058963, 14.934151, 11.073224], [-15.819564, 13.966082, 9.284924], [-13.922141, 13.227416, 10.227584], [-16.278158, 12.558404, 11.468712], [-17.080756, 13.373018, 12.417532], [-17.191274, 11.918827, 10.511974], [-15.041894, 11.684615, 12.373121], [-15.778892, 10.440142, 12.872595], [-16.754224, 10.721025, 13.922930], [-16.235144, 9.503509, 11.833122], [-14.369531, 9.418337, 13.753101], [-14.922819, 8.310542, 14.269855], [-13.511798, 9.116452, 12.770084], [-13.889976, 10.124626, 14.701717]], "forces_ev_per_a": [[1.267, -1.112, 0.032], [0.539, 1.135, 1.407], [-0.667, 1.717, 2.950], [-2.824, -2.138, -5.788], [0.723, 0.283, 1.080], [-0.078, -0.584, 0.498], [0.461, 0.751, -1.593], [0.141, -0.418, 0.532], [-0.998, -0.656, 1.247], [0.859, -0.007, 0.409], [-1.828, -0.083, 0.262], [2.360, -0.186, -0.841], [-1.143, -0.946, 1.017], [0.859, -1.177, -0.872], [0.650, -0.550, -0.322], [-0.262, 0.909, 0.684], [-0.210, 0.270, -0.680], [-0.236, -0.084, -0.442], [-0.049, -0.259, -0.305], [0.008, 0.395, 0.212], [0.110, 0.312, 0.517], [-0.120, -0.003, -0.143], [0.724, 0.591, -0.359], [0.308, -0.898, -0.407], [-0.607, -0.401, 0.050], [-0.455, 1.060, -0.252], [-0.473, 0.284, -0.254], [-0.109, 0.611, 0.412], [-0.557, -0.380, -0.062], [-0.076, 0.499, 0.352], [-0.056, 0.130, -0.117], [0.018, -0.119, 0.113], [0.189, -0.281, 0.061], [-0.279, -0.140, 0.506], [0.162, -0.291, -0.170], [0.220, -0.273, 0.221], [0.249, 0.567, 0.103], [-0.062, 0.491, -0.339], [0.678, 0.112, -0.348], [-0.446, -0.137, 0.225], [-0.041, 0.871, 0.005], [1.479, 0.395, -0.736], [1.100, -0.916, -0.118], [-0.761, -1.433, 0.364], [-0.538, 0.730, -0.247], [-2.455, -0.046, 0.299], [1.298, -0.912, -1.888], [-0.922, 1.080, 0.343], [0.141, -1.234, 0.781], [-0.538, 0.930, -1.286], [-0.876, 0.900, 0.416], [1.355, 1.152, 1.645], [-0.072, -2.180, -1.730], [-0.312, 0.433, -0.500], [0.365, 0.093, -0.676], [-0.704, 2.706, -0.853], [1.566, -0.323, -1.875], [-0.368, 0.294, 1.201], [-0.802, 0.333, 0.056], [0.418, -0.288, -0.518], [-0.229, 0.373, 0.776], [-0.422, 0.137, 0.207], [0.070, -0.173, -0.206], [0.250, 0.367, 0.027], [-0.299, 0.391, 0.009], [0.554, 0.014, -0.403], [0.246, -0.177, 0.580], [0.251, -0.036, 0.222], [0.827, 0.764, 0.399], [-0.484, -0.007, 0.474], [-0.652, -0.609, 0.540], [0.195, 0.244, -0.084], [-0.090, -0.268, -0.126], [0.381, -0.650, 0.640], [-0.073, 0.358, -0.358], [0.222, -0.210, -0.011], [-0.020, -0.477, -0.240], [0.784, 0.256, -0.128], [0.162, -0.585, 0.492], [-0.394, 0.027, 0.262], [-0.435, -0.145, -0.122], [0.061, 0.358, 0.031], [-0.010, 0.003, -0.060], [-0.443, 0.358, 0.514], [0.392, 0.518, 0.026], [0.283, -0.087, 0.453], [0.165, -0.025, -0.120], [0.643, -0.453, 0.237], [-0.462, 0.178, 0.755], [0.127, -0.110, 0.328], [-0.825, -1.215, -0.647], [-0.018, -0.443, 0.074], [-0.262, 0.276, 0.425], [0.161, -0.429, 0.201], [0.126, -1.865, -0.192], [1.116, -0.422, 1.255], [-0.170, 1.226, -0.320], [-0.201, 0.048, -0.876], [1.965, 1.608, 0.836], [-0.427, -0.286, -2.398], [-0.233, -0.568, 1.767], [1.103, -0.115, -1.061], [0.862, -0.251, -0.083], [0.254, 0.552, 0.933], [-1.402, 0.241, 0.783], [-0.291, 1.213, -0.880], [0.804, -0.377, 0.223], [0.653, 0.079, -1.442], [-2.187, -1.483, 1.245], [0.481, -0.447, -0.965], [0.581, -0.341, 0.250], [0.121, -0.034, 0.207], [0.111, 0.522, 0.029], [-0.168, 0.236, 0.020], [-0.439, -0.523, 0.021], [-0.472, 0.438, -0.204], [0.567, -0.479, -0.075], [0.022, -0.119, 0.004], [-1.038, 0.502, 0.428], [-0.053, -0.082, 0.122], [0.562, -0.127, 0.472], [-0.708, 0.048, 0.224], [-0.033, 0.174, 0.239], [-0.270, -0.149, 0.048], [-0.429, 0.041, -0.162], [-0.513, 0.838, -0.133], [-0.168, -0.375, -0.231], [-0.470, 0.792, 0.504], [-0.361, -0.621, 0.006], [0.175, 0.394, -0.430], [0.209, -0.896, 0.393], [0.283, 0.641, -0.318], [1.021, -0.496, -0.324], [-0.442, -0.178, 0.574], [-0.278, -0.193, -0.218], [0.159, -0.543, -0.510], [-0.208, 0.238, 0.128], [0.122, -0.129, 0.324], [-0.563, 0.602, -0.147], [0.333, -0.263, 0.624], [0.267, -0.038, 0.000], [-0.079, 0.409, -0.072], [0.561, 0.536, 0.292], [0.315, -0.214, 0.387], [-0.086, -0.112, -0.716], [-0.817, -0.150, -0.166], [-0.333, 0.504, 0.146], [-2.891, -2.231, -1.395], [4.090, 1.164, 0.843], [2.503, -0.441, -1.698], [-0.706, 2.084, 1.322], [-0.941, -0.141, 2.069], [-0.579, 0.028, -0.312], [-0.768, 1.057, -0.099], [-0.453, 0.130, -1.601], [-0.057, -0.881, -1.653], [0.674, 0.896, 2.579], [0.277, 0.053, 0.322], [-0.759, -0.011, 0.062], [-0.032, -0.074, -0.153], [0.713, -0.438, 0.124], [0.002, -0.061, -0.102], [0.399, -0.325, -0.319], [-0.164, -0.639, 0.561], [-0.274, 0.234, 0.209], [0.149, -0.397, -1.064], [0.097, 0.702, -0.186], [-0.328, -0.300, 0.035], [0.239, -0.668, 0.790], [-0.388, -0.128, 0.047], [0.679, 0.421, -0.060], [-0.355, -0.076, 1.073], [0.277, 0.564, -0.082], [-0.396, -0.441, -0.263], [0.027, 0.328, -0.921], [-0.417, -0.660, 0.074], [0.039, 0.083, -0.120], [0.273, -0.001, 0.763], [0.203, -1.457, -1.525], [0.202, 0.261, 0.457], [-0.139, -0.388, -0.541], [0.479, 2.777, 0.175], [-0.257, -1.515, -1.427], [0.000, 0.957, 0.264], [0.503, 1.226, 0.278], [-0.778, -2.410, -0.438], [-0.025, -0.323, 1.400], [0.246, 0.471, 0.195], [0.151, -0.071, 0.163], [-0.083, 0.034, -0.031], [0.309, -0.303, 0.322], [0.213, 0.023, 0.257], [-0.159, -0.065, -0.125], [-0.047, -0.434, 0.121], [0.354, -0.299, -0.259], [0.024, -0.137, -0.222], [-0.473, 0.012, 0.284], [-0.081, 0.032, -0.059], [0.707, -0.366, 0.262], [0.022, 0.281, 0.443], [0.064, 0.139, -0.043], [-0.496, -0.082, 0.396], [-0.427, 0.353, 0.163], [-0.197, 0.583, -0.946], [0.044, 0.460, -0.340], [0.132, 0.240, -0.086], [-0.285, 0.191, 0.198], [0.062, -1.331, 2.044], [0.249, -0.648, -0.613], [0.558, 0.085, -0.425], [-1.512, 0.950, -0.328], [-1.451, 1.839, 2.466], [2.129, -0.948, -1.662], [2.044, -0.241, 0.160], [-1.328, 2.361, -3.232], [-1.758, -3.154, 2.418], [0.757, -0.646, -0.784], [0.704, 0.416, 0.566], [-2.802, 1.267, -2.709], [0.302, -0.278, -0.222], [0.472, -0.410, 0.930], [1.521, 0.600, 1.204]], "lowdin_charge": [0.052, -0.961, 0.007, -0.023, 0.019, -0.102, -0.237, -0.145, -0.131, -0.165, -0.053, -0.173, -0.145, -0.030, -0.047, -0.183, -0.095, 0.062, 0.069, 0.064, 0.070, 0.110, 0.107, 0.099, 0.113, 0.133, 0.118, 0.127, 0.131, 0.122, 0.121, 0.134, 0.131, 0.129, 0.126, 0.111, 0.087, 0.100, 0.081, 0.078, 0.074, -0.079, -0.212, -0.176, -0.248, 1.053, -0.260, -0.250, -0.228, -0.097, -0.210, -0.263, -0.232, -0.074, -0.257, -0.272, -0.222, -0.069, 0.072, 0.061, 0.058, 0.102, 0.076, 0.075, 0.095, 0.076, 0.076, 0.103, 0.104, 0.120, 0.087, 0.114, 0.112, 0.084, 0.041, 0.084, 0.102, 0.078, 0.077, 0.126, 0.075, 0.117, 0.044, 0.078, 0.072, 0.114, 0.089, 0.115, 0.098, 0.091, 0.097, 0.068, 0.048, 0.054, -0.077, -0.228, -0.197, -0.227, 1.056, -0.179, -0.235, -0.225, -0.119, -0.239, -0.227, -0.262, -0.108, -0.268, -0.216, -0.263, -0.104, 0.078, 0.066, 0.057, 0.092, 0.075, 0.079, 0.066, 0.070, 0.073, 0.069, 0.094, 0.108, 0.078, 0.082, 0.105, 0.075, 0.076, 0.072, 0.069, 0.084, 0.108, 0.112, 0.095, 0.111, 0.081, 0.075, 0.078, 0.073, 0.087, 0.102, 0.090, 0.117, 0.122, 0.076, 0.069, 0.082, -0.096, -0.184, -0.146, 0.030, -0.098, -0.045, -0.046, -0.154, -0.199, -0.123, 0.112, 0.089, 0.085, 0.130, 0.122, 0.075, 0.083, 0.085, 0.110, 0.115, 0.053, 0.076, 0.081, 0.091, 0.102, 0.130, 0.129, 0.098, 0.093, 0.102, -0.048, -0.145, -0.197, 0.011, -0.085, -0.051, -0.042, -0.249, -0.187, -0.050, 0.085, 0.072, 0.066, 0.117, 0.115, 0.103, 0.084, 0.076, 0.118, 0.128, 0.065, 0.082, 0.093, 0.107, 0.112, 0.119, 0.130, 0.092, 0.086, 0.085, -0.612, 0.160, 0.130, 0.109, 0.730, -0.329, -0.350, -0.281, 0.553, -0.312, -0.357, -0.675, 0.109, 0.124, 0.211]}